(1)
Molecular formula: C4H5NO
Method: DFT, ωB97M-V with the def2-TZVPD basis set

## Properties
SMILES string: C[C@@H](C#N)C=O
Energy relative to the best compared isomer or geometry (same formula, charge and spin): 31.5 kcal/mol
E: -7765.161 eV
HOMO-LUMO gap: 11.016 eV
Charge: 0
HOMO level: -10.7 eV

Geometry (Å):
O (-1.370, 2.190, -0.131)
N (-1.761, -1.865, 0.271)
C (-0.693, 1.333, 0.356)
C (1.129, -0.438, -0.007)
C (-1.203, -0.942, -0.155)
C (-0.238, 0.127, -0.472)
H (1.204, -0.510, 1.112)
H (-0.290, 1.102, 1.440)
H (1.368, -1.430, -0.380)
H (-0.070, 0.221, -1.603)
H (1.924, 0.212, -0.432)

***

(2)
Molecular formula: C10H16
Method: DFT, ωB97M-V with the def2-TZVPD basis set

## Properties
SMILES string: Cc1ccccc1.CCC
Energy relative to the best compared isomer or geometry (same formula, charge and spin): 32.4 kcal/mol
E: -10628.337 eV
HOMO-LUMO gap: 9.973 eV
Charge: 0
HOMO level: -8.9 eV

Geometry (Å):
C (-1.910, 0.343, -0.826)
C (-1.562, 1.424, -1.616)
C (-0.303, 2.351, 0.229)
C (-0.987, 1.511, 1.106)
C (2.220, -0.105, 0.060)
C (-1.764, 0.508, 0.550)
C (1.265, -2.388, -0.500)
C (2.536, -1.602, 0.010)
C (-0.580, 2.297, -1.136)
C (-2.322, -0.593, 1.461)
H (-0.108, 2.987, -1.834)
H (2.028, 0.427, 0.995)
H (0.507, -1.633, -0.646)
H (-1.450, -1.236, 1.565)
H (-2.502, -0.419, -1.304)
H (-0.727, 1.488, 2.152)
H (0.412, 3.077, 0.598)
H (-3.283, -1.027, 1.251)
H (2.786, -1.886, 1.028)
H (1.344, 0.179, -0.556)
H (-1.967, 1.577, -2.601)
H (1.463, -2.741, -1.527)
H (-2.499, -0.136, 2.450)
H (3.456, -1.746, -0.571)
H (2.892, 0.614, -0.443)
H (1.054, -3.271, 0.107)

***

(3)
Molecular formula: C3H6BrO2P
Method: DFT, ωB97M-V with the def2-TZVPD basis set

## Properties
SMILES string: COC(=O)P(C)Br
Energy relative to the best compared isomer or geometry (same formula, charge and spin): 3.9 kcal/mol
E: -86634.174 eV
HOMO-LUMO gap: 9.907 eV
Charge: 0
HOMO level: -9.1 eV

Geometry (Å):
Br (1.353, -2.291, 1.901)
P (-0.369, -1.418, 0.957)
O (1.272, 0.841, 1.302)
O (-0.550, 0.877, -0.068)
C (-0.496, 2.330, -0.127)
C (0.288, 0.345, 0.826)
C (-0.099, -2.101, -0.744)
H (-1.037, -2.185, -1.306)
H (-0.977, 2.461, -1.062)
H (-0.920, 2.889, 0.714)
H (0.478, -3.035, -0.791)
H (0.527, 2.854, -0.243)
H (0.530, -1.567, -1.359)

***

(4)
Molecular formula: C10H14OSi
Method: DFT, ωB97M-V with the def2-TZVPD basis set

## Properties
Energy relative to the best compared isomer or geometry (same formula, charge and spin): 84.7 kcal/mol
E: -20518.484 eV
HOMO-LUMO gap (alpha / beta): 8.398 / 7.066 eV
Charge: 0
HOMO level (alpha / beta): -8.6 / -6.9 eV

Geometry (Å):
Si (1.211, 0.909, -0.771)
O (0.536, 2.346, -0.875)
C (2.596, 0.679, 0.483)
C (-3.016, -0.413, 0.711)
C (1.258, -2.222, -2.479)
C (-2.673, 0.920, 0.466)
C (-0.788, -1.095, 0.113)
C (-2.096, -1.442, 0.582)
C (-0.478, 0.229, -0.224)
C (-1.481, 1.154, -0.202)
C (2.076, -0.126, 1.718)
C (-0.912, 2.496, -0.652)
H (1.742, -2.600, -1.585)
H (2.825, -0.582, 2.322)
H (-0.122, -1.978, 0.196)
H (-2.225, -2.445, 0.838)
H (-0.900, 3.248, 0.203)
H (-3.373, 1.719, 0.534)
H (3.364, -0.002, 0.186)
H (2.979, 1.631, 0.886)
H (0.227, -2.410, -2.486)
H (-1.567, 2.915, -1.473)
H (1.391, 0.374, 2.352)
H (1.500, -0.998, 1.319)
H (1.904, -1.664, -3.125)
H (-3.980, -0.644, 0.959)

***

(5)
Molecular formula: C3H10N2S
Method: DFT, ωB97M-V with the def2-TZVPD basis set

## Properties
SMILES string: [H]/N=C/N.CCS
Energy relative to the best compared isomer or geometry (same formula, charge and spin): 9.4 kcal/mol
E: -17088.195 eV
HOMO-LUMO gap: 9.680 eV
Charge: 0
HOMO level: -8.8 eV

Geometry (Å):
S (-0.486, 2.520, 0.000)
N (-1.673, -1.365, 1.744)
N (0.358, -1.882, 0.714)
C (-0.645, -2.211, 1.445)
C (0.535, 1.139, -0.558)
C (0.839, 1.163, -2.059)
H (0.327, 3.499, -0.418)
H (-0.647, -3.141, 2.025)
H (-0.084, 1.105, -2.641)
H (-1.686, -0.517, 1.212)
H (0.062, 0.221, -0.208)
H (1.020, -2.652, 0.815)
H (-2.151, -1.565, 2.597)
H (1.535, 0.388, -2.372)
H (1.480, 1.126, -0.013)
H (1.215, 2.171, -2.282)

***

(6)
Molecular formula: C6H10O
Method: DFT, ωB97M-V with the def2-TZVPD basis set

## Properties
Energy relative to the best compared isomer or geometry (same formula, charge and spin): 33.1 kcal/mol
E: -8429.805 eV
HOMO-LUMO gap: 10.536 eV
Charge: 0
HOMO level: -9.4 eV

Geometry (Å):
O (0.814, -0.050, 1.224)
C (-0.684, -0.935, -0.989)
C (0.294, 1.071, 0.482)
C (0.304, 0.255, -0.817)
C (1.221, -0.687, 0.000)
C (0.362, -1.898, -0.361)
C (-0.899, 1.756, 1.116)
H (1.102, 1.819, 0.386)
H (-1.628, -0.860, -0.443)
H (0.595, 0.774, -1.734)
H (2.312, -0.719, -0.083)
H (0.856, -2.512, -1.120)
H (-0.616, 2.098, 2.118)
H (-1.805, 1.148, 1.219)
H (-1.149, 2.639, 0.521)
H (0.047, -2.541, 0.468)
H (-0.907, -1.153, -2.040)